(1)
Below is the molecule C2H4FIO at a distorted geometry, with properties calculated with the ωB97M-V functional and the def2-TZVPD basis.

## Properties
Charge: 0
ΔE to the lowest compared entry with this formula, charge and spin (kJ/mol): 82.92
Structure (SMILES): CO[C@@H](F)I
DFT total energy (hartree): -551.34661
E_HOMO (eV): -10.012
HOMO-LUMO gap (Eh): 0.384

Last column: Löwdin charge in e.
Cartesian coordinates (Å):
C -0.45 -1.11 -0.40  -0.13
O 0.26 -0.42 0.61  -0.26
C 0.36 1.07 0.26  -0.82
F -0.87 1.57 0.16  -0.01
I 1.53 2.06 1.71  0.89
H -1.58 -1.04 -0.28  0.11
H -0.17 -2.17 -0.11  0.11
H 0.07 -1.03 -1.32  0.07
H 0.84 1.06 -0.63  0.04



(2)
Below is a structure of composition C16H35CeNOP2Si at a distorted geometry, with properties calculated with the ωB97M-V functional and the def2-TZVPD basis.

## Properties
Charge: 0
DFT total energy (hartree): -2207.69028
E_HOMO (spin up / spin down) (eV): -5.726 / -5.731
HOMO-LUMO gap (spin up / spin down) (Eh): 0.200 / 0.200

Last column: Löwdin charge in e.
Cartesian coordinates (Å):
Ce -0.23 0.65 0.64  0.58
Si 0.65 -1.18 -1.36  0.49
P 0.70 1.25 -2.14  0.63
N -2.01 0.52 -0.10  -0.30
H 3.26 2.01 0.32  0.10
C 0.94 3.08 -2.07  -0.29
H 1.25 3.45 -3.07  0.04
H 1.72 3.33 -1.33  0.01
H 0.00 3.61 -1.79  0.05
C 2.08 0.88 -3.26  -0.27
H 2.06 1.59 -4.11  0.06
H 2.03 -0.15 -3.66  0.04
H 3.05 1.00 -2.73  0.05
C -0.72 1.28 -3.32  -0.26
H -0.47 1.94 -4.16  0.05
H -1.62 1.65 -2.82  0.05
H -0.92 0.27 -3.69  0.03
C 2.06 -2.38 -1.50  -0.29
H 2.43 -2.69 -0.51  0.02
H 2.90 -2.00 -2.10  0.02
H 1.64 -3.28 -2.00  0.03
H -0.16 -1.62 -0.17  -0.07
H -0.09 -1.55 -2.63  -0.03
C -3.28 0.44 -0.46  -0.43
C -5.57 1.21 -0.23  -0.11
C -4.22 1.38 0.05  -0.04
C -3.74 -0.56 -1.33  -0.03
C -5.12 -0.67 -1.57  -0.11
C -6.05 0.19 -1.03  -0.13
H -6.27 1.90 0.19  0.09
H -3.84 2.20 0.69  0.11
H -3.00 -1.24 -1.76  0.11
H -5.44 -1.47 -2.21  0.09
H -7.10 0.07 -1.23  0.09
C 3.00 0.25 0.89  -0.62
O 2.04 -0.59 0.89  -0.30
C 3.17 1.05 2.13  -0.14
H 4.22 1.29 2.16  0.08
H 2.87 0.68 3.12  0.07
H 2.70 2.03 2.01  0.04
C 4.23 0.01 0.11  -0.10
H 4.56 1.04 -0.01  0.03
H 4.04 -0.38 -0.89  0.06
H 4.97 -0.62 0.65  0.10
C -1.68 -2.21 3.51  -0.28
P -0.40 -1.30 2.67  0.74
C 0.00 0.07 3.82  -0.27
C 1.01 -2.38 2.99  -0.27
H -2.57 -1.58 3.59  0.05
H -1.36 -2.54 4.53  0.06
H -1.93 -3.10 2.91  0.06
H 0.55 -0.35 4.69  0.07
H 0.63 0.86 3.39  0.01
H -0.91 0.54 4.19  0.05
H 1.15 -2.59 4.08  0.06
H 0.87 -3.34 2.44  0.07
H 1.94 -1.93 2.59  0.04



(3)
Below is a cluster of 6 separate species, C36H86N2 in total at a distorted geometry, with properties calculated with the ωB97M-V functional and the def2-TZVPD basis.

## Properties
Charge: 0
ΔE to the lowest compared entry with this formula, charge and spin (kJ/mol): 134.13
Structure (SMILES): CCN(CC)CC.CCN(CC)CC.CCCCCC.CCCCCC.CCCCCC.CCCCCC
DFT total energy (hartree): -1532.09808
E_HOMO (eV): -7.985
HOMO-LUMO gap (Eh): 0.318

Last column: Löwdin charge in e.
Cartesian coordinates (Å):
C -1.54 87.15 80.35  -0.05
C -1.02 87.12 78.89  -0.24
N 0.35 86.71 78.77  -0.17
C 0.97 86.01 77.57  -0.22
C 0.88 86.77 76.33  -0.10
C 1.28 87.68 79.21  -0.28
C 2.19 87.06 80.30  -0.06
H -0.81 87.77 80.82  0.06
H -1.80 86.25 80.81  0.05
H -2.59 87.56 80.34  0.09
H -1.11 88.02 78.40  0.09
H -1.54 86.38 78.30  0.12
H 0.49 85.06 77.49  0.10
H 2.09 85.74 77.85  0.13
H 1.42 87.68 76.50  0.05
H -0.02 87.07 76.04  0.04
H 1.30 86.12 75.55  0.09
H 0.78 88.30 79.69  0.02
H 1.82 88.20 78.56  0.05
H 1.61 86.50 80.99  0.04
H 2.86 87.70 81.04  0.10
H 2.87 86.26 79.80  0.08
C 0.35 93.48 74.46  -0.13
C 1.66 93.27 73.67  -0.27
N 1.63 91.92 73.04  -0.17
C 2.28 91.85 71.71  -0.29
C 3.70 92.11 71.56  -0.10
C 2.13 90.97 74.06  -0.27
C 1.75 89.53 73.67  -0.07
H -0.10 92.79 75.18  0.06
H -0.45 93.45 73.72  0.05
H 0.28 94.64 74.89  0.12
H 2.58 93.40 74.38  0.13
H 1.56 94.10 72.88  0.13
H 1.66 92.61 71.23  0.12
H 2.05 91.11 71.20  0.03
H 4.35 91.37 71.97  0.05
H 4.00 93.20 71.98  0.13
H 4.03 92.18 70.48  0.09
H 1.88 91.27 75.07  0.10
H 3.21 91.07 74.12  0.09
H 2.05 88.82 74.33  -0.01
H 2.30 89.21 72.73  0.08
H 0.68 89.56 73.19  0.12
C 10.71 82.50 81.86  -0.14
C 9.87 83.59 81.41  -0.31
C 8.50 83.72 82.21  -0.17
C 7.59 84.80 81.56  -0.24
C 6.35 85.06 82.45  -0.22
C 5.62 86.28 81.88  -0.13
H 10.26 81.49 81.82  0.09
H 11.02 82.78 82.85  0.07
H 11.63 82.56 81.32  0.07
H 9.55 83.51 80.43  0.07
H 10.42 84.51 81.24  0.11
H 8.63 84.11 83.27  0.12
H 7.99 82.69 82.13  0.14
H 7.20 84.47 80.70  0.06
H 8.17 85.70 81.40  0.09
H 6.72 85.42 83.30  0.05
H 5.67 84.10 82.59  0.16
H 5.30 86.34 80.93  -0.02
H 6.12 87.31 81.81  0.11
H 4.60 86.26 82.26  0.06
C 4.10 89.30 76.60  -0.08
C 4.93 88.77 77.81  -0.24
C 6.32 88.38 77.43  -0.23
C 7.08 87.74 78.60  -0.19
C 8.57 87.48 78.14  -0.24
C 9.51 86.75 79.14  -0.11
H 2.92 89.34 76.93  0.10
H 4.06 88.56 75.77  0.07
H 4.43 90.32 76.34  0.07
H 4.50 88.13 78.15  -0.06
H 5.09 89.64 78.46  0.12
H 6.84 89.25 76.85  0.15
H 6.44 87.78 76.55  0.08
H 6.65 86.66 78.97  0.16
H 7.10 88.28 79.38  0.01
H 8.91 88.37 77.77  0.05
H 8.35 86.82 77.06  0.16
H 10.49 86.76 78.73  0.05
H 9.14 85.72 79.28  0.05
H 9.55 87.17 80.25  0.11
C 4.57 90.38 82.08  -0.07
C 5.53 91.51 82.49  -0.25
C 6.92 91.12 82.32  -0.24
C 7.94 92.17 82.34  -0.24
C 9.40 91.82 82.13  -0.27
C 10.45 92.88 82.09  -0.13
H 4.71 90.00 81.07  0.06
H 3.59 90.57 82.17  0.03
H 5.00 89.62 82.74  0.08
H 5.36 91.91 83.34  0.06
H 5.18 92.17 81.79  0.09
H 7.05 90.45 81.50  0.11
H 7.24 90.52 83.24  0.15
H 7.88 92.68 83.21  0.10
H 7.60 92.78 81.68  0.06
H 9.45 91.24 81.24  0.10
H 9.73 91.29 83.02  0.11
H 11.50 92.68 82.25  0.06
H 10.23 93.40 83.04  0.07
H 10.29 93.60 81.16  0.11
C 8.74 81.83 73.71  -0.09
C 8.08 83.26 73.36  -0.26
C 7.32 83.90 74.53  -0.20
C 6.00 83.02 74.83  -0.15
C 5.09 83.67 75.89  -0.27
C 4.49 84.92 75.50  -0.12
H 9.42 81.40 72.97  0.07
H 7.86 81.32 74.01  0.04
H 9.40 82.01 74.50  0.03
H 7.36 82.95 72.52  0.12
H 8.88 84.06 73.28  0.12
H 7.28 84.85 74.18  0.07
H 8.09 83.90 75.22  0.08
H 6.32 82.07 75.24  0.10
H 5.44 82.88 73.92  0.10
H 5.56 84.03 76.72  0.08
H 4.33 82.83 75.96  0.14
H 4.09 84.79 74.72  -0.04
H 5.03 85.81 75.44  0.06
H 3.65 85.27 76.29  0.13



(4)
Below is a cluster of 13 separate species, H26O13 in total at a distorted geometry, with properties calculated with the ωB97M-V functional and the def2-TZVPD basis.

## Properties
Charge: 0
ΔE to the lowest compared entry with this formula, charge and spin (kJ/mol): 508.48
DFT total energy (hartree): -993.57956
E_HOMO (eV): -9.611
HOMO-LUMO gap (Eh): 0.351

Last column: Löwdin charge in e.
Cartesian coordinates (Å):
H -0.14 -0.04 0.57  0.07
H 1.05 0.80 0.15  0.01
H 2.00 2.41 1.78  0.07
H 3.21 1.52 1.59  0.08
H 1.85 -3.62 0.28  0.03
H 1.12 -3.98 -1.00  0.04
H -4.79 2.57 -1.09  0.04
H -3.41 2.65 -0.45  0.00
H 5.65 -0.57 -1.26  0.03
H 4.73 -1.08 -0.16  0.03
H 1.90 -0.03 1.55  -0.02
H 2.65 -0.31 2.84  0.05
H -1.91 0.30 -0.59  -0.02
H -2.19 -0.30 -1.96  0.03
H -2.82 4.54 1.63  0.04
H -2.02 3.26 1.41  -0.01
H -0.88 1.99 -1.26  0.07
H -0.40 3.00 -0.23  0.06
H -3.06 -4.96 -0.25  0.05
H -2.86 -3.46 -0.35  0.05
H -0.23 1.19 3.15  0.06
H 1.19 0.91 2.69  -0.03
H 1.60 0.19 -1.69  0.05
H 1.63 -1.15 -2.39  0.05
H -1.94 -2.91 -1.91  -0.02
H -0.74 -2.34 -2.64  0.02
O 0.34 0.25 -0.21  -0.12
O 2.36 1.73 1.20  -0.07
O 1.32 -3.24 -0.43  -0.05
O -4.02 2.03 -0.87  -0.06
O 4.90 -0.31 -0.72  -0.06
O 2.58 -0.59 1.92  -0.05
O -2.55 -0.24 -1.07  -0.06
O -2.59 3.70 2.05  -0.05
O -1.02 2.27 -0.35  -0.06
O -2.66 -4.29 -0.80  -0.05
O 0.69 1.36 3.38  -0.04
O 1.14 -0.66 -1.73  -0.10
O -1.67 -2.58 -2.77  -0.06



(5)
Below is a structure of composition C56H37BrF4HfN4P3S5, with properties calculated with the ωB97M-V functional and the def2-TZVPD basis.

## Properties
Charge: -1
ΔE to the lowest compared entry with this formula, charge and spin (kJ/mol): 50.08
DFT total energy (hartree): -8412.01593
E_HOMO (eV): -5.239
HOMO-LUMO gap (Eh): 0.269

Last column: Löwdin charge in e.
Cartesian coordinates (Å):
Hf -0.87 -0.56 0.05  0.92
S 2.54 2.18 1.74  0.29
P 0.81 1.58 2.49  0.41
C -0.47 1.17 1.37  -0.74
P -1.91 2.05 1.04  0.45
S -2.40 1.57 -0.86  0.33
C -1.94 3.87 1.23  -0.30
C -2.21 4.43 2.48  -0.09
C -2.30 5.81 2.62  -0.08
C -2.12 6.63 1.51  -0.09
C -1.87 6.07 0.27  -0.08
C -1.78 4.70 0.13  -0.10
C -3.43 1.76 2.05  -0.39
C -4.68 2.05 1.51  -0.10
C -5.82 1.92 2.27  -0.08
C -5.73 1.50 3.60  -0.09
C -4.49 1.23 4.15  -0.08
C -3.35 1.37 3.38  -0.16
C 1.13 0.13 3.57  -0.36
C 0.22 -0.91 3.71  -0.17
C 0.51 -1.97 4.56  -0.09
C 1.69 -1.98 5.29  -0.09
C 2.59 -0.93 5.16  -0.08
C 2.32 0.12 4.30  -0.10
C 0.30 2.80 3.75  -0.34
C 0.75 4.12 3.64  -0.12
C 0.42 5.05 4.61  -0.09
C -0.35 4.67 5.70  -0.10
C -0.79 3.36 5.82  -0.08
C -0.46 2.43 4.85  -0.10
H -2.39 3.80 3.34  0.10
H -2.52 6.24 3.59  0.10
H -2.18 7.71 1.62  0.10
H -1.75 6.71 -0.60  0.10
H -1.62 4.25 -0.85  0.07
H -4.74 2.36 0.47  0.08
H -6.79 2.14 1.84  0.10
H -6.63 1.38 4.19  0.10
H -4.42 0.89 5.18  0.10
H -2.37 1.14 3.80  0.07
H -0.71 -0.90 3.16  -0.01
H -0.20 -2.79 4.65  0.11
H 1.90 -2.80 5.96  0.10
H 3.52 -0.94 5.71  0.10
H 3.02 0.93 4.17  0.07
H 1.37 4.38 2.80  0.07
H 0.77 6.07 4.52  0.10
H -0.61 5.40 6.46  0.10
H -1.38 3.06 6.68  0.10
H -0.78 1.40 4.96  0.10
S 0.12 -2.74 1.07  0.53
C -0.48 -3.82 -0.16  -0.66
C -0.89 -5.10 0.23  -0.05
C -1.25 -6.06 -0.70  -0.20
C -1.70 -7.35 -0.29  -0.19
N -2.08 -8.39 0.03  0.16
C -1.20 -5.74 -2.07  -0.20
C -0.84 -4.46 -2.46  -0.07
C -0.51 -3.48 -1.53  -0.67
S -0.12 -1.88 -2.11  0.59
C -1.54 -6.72 -3.06  -0.19
N -1.81 -7.49 -3.87  0.16
H -0.92 -5.34 1.29  0.12
H -0.84 -4.20 -3.51  0.12
F 6.80 0.92 -1.99  0.13
C 5.47 1.03 -1.98  -0.14
C 4.84 1.90 -2.84  -0.14
F 5.56 2.63 -3.70  0.12
C 3.46 2.00 -2.84  -0.22
F 2.93 2.81 -3.76  0.11
C 2.66 1.25 -1.98  -0.31
P 0.80 1.41 -1.89  1.04
C 0.70 3.25 -2.08  -0.36
C 0.25 3.91 -3.22  -0.09
C 0.31 5.30 -3.30  -0.08
C 0.83 6.04 -2.24  -0.10
C 1.25 5.38 -1.09  -0.08
C 1.17 4.00 -1.01  -0.12
C 0.37 0.84 -3.58  -0.43
C -0.93 1.07 -4.04  -0.15
C -1.33 0.61 -5.28  -0.08
C -0.45 -0.11 -6.08  -0.09
C 0.83 -0.37 -5.62  -0.08
C 1.24 0.10 -4.38  -0.12
C 3.33 0.36 -1.14  -0.56
Br 2.37 -0.85 -0.03  0.80
C 4.71 0.24 -1.14  -0.26
F 5.32 -0.63 -0.34  0.08
H -0.11 3.37 -4.08  0.09
H -0.02 5.80 -4.19  0.10
H 0.90 7.12 -2.32  0.10
H 1.64 5.95 -0.25  0.11
H 1.50 3.50 -0.11  0.01
H -1.62 1.62 -3.42  0.04
H -2.34 0.80 -5.63  0.10
H -0.76 -0.48 -7.05  0.10
H 1.52 -0.95 -6.22  0.10
H 2.24 -0.14 -4.03  0.11
C -5.31 -5.08 -0.38  -0.02
C -4.48 -3.85 -0.53  -0.32
C -4.14 -3.32 -1.78  -0.01
C -3.30 -2.23 -1.80  -0.15
N -2.83 -1.67 -0.68  -0.13
C -3.27 -2.20 0.49  -0.84
S -2.77 -1.38 1.89  0.69
N -4.06 -3.28 0.59  0.11
H -5.79 -5.38 -1.31  0.08
H -6.06 -4.92 0.40  0.08
H -4.67 -5.91 -0.04  0.08
H -4.50 -3.76 -2.70  0.11
H -2.96 -1.78 -2.72  0.11



(6)
Below is the molecule C5H6Br2 at a distorted geometry, with properties calculated with the ωB97M-V functional and the def2-TZVPD basis.

## Properties
Charge: 0
ΔE to the lowest compared entry with this formula, charge and spin (kJ/mol): 135.93
Structure (SMILES): BrC[C@]1(Br)C=CC1
DFT total energy (hartree): -5342.06249
E_HOMO (eV): -9.758
HOMO-LUMO gap (Eh): 0.374

Last column: Löwdin charge in e.
Cartesian coordinates (Å):
Br 1.21 1.21 2.35  0.54
C 0.14 1.39 0.62  -0.51
C 0.46 0.16 -0.25  -0.94
Br 2.37 0.14 -0.79  0.65
C -0.55 -0.09 -1.35  -0.11
C -1.00 -1.24 -0.82  -0.02
C -0.03 -1.09 0.45  -0.21
H -0.91 1.35 0.80  0.06
H 0.62 2.42 0.24  0.10
H -0.97 0.64 -2.09  0.12
H -1.58 -2.06 -1.22  0.10
H -0.44 -0.83 1.49  0.10
H 0.70 -2.00 0.56  0.13



(7)
Below is a structure of composition C13H34BrN4O7P2S2 at a distorted geometry, with properties calculated with the ωB97M-V functional and the def2-TZVPD basis.

## Properties
Charge: -1
ΔE to the lowest compared entry with this formula, charge and spin (kJ/mol): 66.49
DFT total energy (hartree): -5314.58806
E_HOMO (eV): -5.906
HOMO-LUMO gap (Eh): 0.300

Last column: Löwdin charge in e.
Cartesian coordinates (Å):
C -7.88 2.02 -3.17  -0.08
C -7.82 1.25 -4.47  -0.29
O -6.77 1.73 -5.31  -0.17
C -5.61 0.91 -5.22  -0.23
C -4.42 1.66 -5.83  -0.16
C -3.30 1.98 -4.82  -0.20
C -2.06 1.10 -4.95  -0.23
C -2.38 -0.41 -4.97  -0.22
S -1.69 -1.39 -3.62  0.50
O -0.84 -2.37 -4.26  -0.35
O -2.82 -2.00 -2.94  -0.35
N -0.81 -0.39 -2.74  -0.38
S -1.08 -0.32 -1.18  0.25
O -0.60 -1.46 -0.43  -0.39
O -2.39 0.17 -0.79  -0.39
P 0.18 1.27 -0.43  0.44
O -0.10 2.52 -1.44  -0.41
Br 2.29 0.64 -0.86  0.26
H -8.01 3.09 -3.36  0.07
H -8.73 1.69 -2.57  0.07
H -6.98 1.90 -2.57  0.07
H -8.75 1.44 -5.02  0.11
H -7.74 0.17 -4.32  0.12
H -5.81 -0.03 -5.75  0.12
H -5.41 0.68 -4.17  0.12
H -4.04 1.12 -6.70  0.11
H -4.84 2.61 -6.16  0.11
H -3.69 1.85 -3.80  0.11
H -3.01 3.03 -4.95  0.10
H -1.39 1.36 -4.13  0.08
H -1.51 1.35 -5.86  0.11
H -1.99 -0.84 -5.88  0.09
H -3.45 -0.59 -4.96  0.08
H 0.08 3.34 -0.97  0.04
O 3.17 0.86 5.02  -0.30
P 3.80 -0.48 4.82  0.62
N 5.46 -0.17 5.00  -0.32
C 6.52 -0.63 4.14  -0.13
C 5.90 0.67 6.09  -0.14
N 3.37 -0.83 3.19  -0.33
C 4.18 -0.34 2.09  -0.15
C 1.95 -0.58 2.93  -0.14
N 3.89 -2.13 5.22  -0.30
C 4.11 -2.44 6.64  -0.12
C 3.16 -3.19 4.52  -0.11
H 6.31 -1.61 3.72  0.08
H 7.46 -0.72 4.70  0.08
H 6.70 0.07 3.32  0.08
H 6.46 0.09 6.84  0.08
H 5.05 1.13 6.59  0.07
H 6.55 1.49 5.74  0.08
H 4.38 0.74 2.16  0.09
H 3.66 -0.52 1.15  -0.01
H 5.12 -0.88 2.02  0.06
H 1.73 0.48 2.79  0.08
H 1.33 -0.93 3.77  0.07
H 1.63 -1.13 2.05  0.08
H 5.02 -3.05 6.75  0.08
H 3.27 -2.99 7.07  0.08
H 4.25 -1.54 7.23  0.07
H 3.53 -3.30 3.50  0.08
H 2.08 -3.02 4.49  0.08
H 3.34 -4.14 5.03  0.08